(1)
A cluster of 3 separate species, C20H25F17O8S2 in total, computed with ωB97M-V with the def2-TZVPD basis set.

Geometry as ORCA input:
```
! wB97M-V def2-TZVPD RIJCOSX def2/J DEFGRID3
* xyz 0 1
O -1.4948 -1.7073 -1.8415
C -0.7383 -1.2217 -2.5823
C -1.0146 -0.6265 -3.9814
C 0.2008 0.3000 -4.1560
C -0.0258 1.7825 -4.5181
C 0.0180 2.7680 -3.3355
C -1.2958 2.8656 -2.5640
F -2.0502 1.7704 -2.6357
F -2.0044 3.8580 -3.1437
C -1.0829 3.3347 -1.0773
F -2.2072 3.9120 -0.6912
F -0.1022 4.2214 -1.1205
C -0.8052 2.1559 -0.1125
F -1.9631 1.5222 0.0315
F 0.0121 1.2842 -0.7191
C -0.3615 2.5356 1.3314
F -1.4867 2.8881 1.9439
F 0.4232 3.6034 1.4113
C 0.2395 1.3437 2.1633
F -0.2687 1.4558 3.3912
F -0.2045 0.1907 1.7336
C 1.7685 1.3529 2.3865
F 2.0577 0.2452 3.0827
F 2.1362 2.3438 3.1566
C 2.7041 1.3308 1.1455
F 3.8837 1.7891 1.5668
F 2.3422 2.1474 0.1600
C 3.0109 -0.0898 0.5449
F 1.9832 -0.8729 0.4932
F 3.4124 0.1039 -0.7068
F 4.0180 -0.6318 1.1663
C 1.2456 -0.1125 -3.1061
O 0.5754 -1.0887 -2.2925
H -1.9874 -0.1538 -4.0569
H -0.9525 -1.4944 -4.6383
H 0.6377 -0.0886 -5.0831
H -0.9642 1.9203 -5.0597
H 0.7678 2.0643 -5.2109
H 0.2311 3.7615 -3.7272
H 0.8586 2.5249 -2.6895
H 1.6995 0.6495 -2.4759
H 2.0434 -0.6768 -3.5907
O -6.5703 -4.7729 -3.1929
S -6.9168 -3.4270 -3.5326
O -6.2923 -2.7627 -4.6351
O -6.7877 -2.5166 -2.2324
C -5.5263 -2.5069 -1.5306
C -4.4600 -1.7158 -2.2592
C -8.6645 -3.3009 -3.7184
H -5.1981 -3.5303 -1.3402
H -5.7253 -2.0465 -0.5641
H -4.1907 -2.1915 -3.2023
H -3.5581 -1.6384 -1.6560
H -4.8208 -0.7116 -2.4926
H -9.1455 -3.7763 -2.8677
H -8.9292 -3.8160 -4.6394
H -8.9353 -2.2504 -3.7870
O 3.6904 -1.5588 7.0828
S 5.0845 -1.2398 7.1108
O 5.5538 -0.0484 7.7468
O 5.6550 -1.2951 5.6217
C 5.0114 -0.4854 4.6207
C 5.3572 0.9844 4.7652
C 5.9886 -2.6116 7.7468
H 3.9319 -0.6425 4.6473
H 5.3679 -0.8495 3.6582
H 4.9545 1.3965 5.6899
H 4.9440 1.5556 3.9337
H 6.4385 1.1232 4.7915
H 5.6587 -3.5165 7.2434
H 5.7754 -2.6720 8.8120
H 7.0496 -2.4371 7.5876
*
```

Results
Lowest unoccupied orbital energy   0.47 eV
SMILES   O=C1C[C@@H](CCC(F)(F)C(F)(F)C(F)(F)C(F)(F)C(F)(F)C(F)(F)C(F)(F)C(F)(F)F)CO1.CCOS(C)(=O)=O.CCOS(C)(=O)=O
Gap between HOMO and LUMO   10.7 eV
Energy relative to the best compared isomer or geometry (same formula, charge and spin)   66.8 kJ/mol

Just the Mulliken charges please, in e? Sure, here they are:
1 O -0.577
2 C 0.500
3 C -0.788
4 C 0.567
5 C -1.588
6 C -0.636
7 C 0.863
8 F -0.191
9 F -0.367
10 C 0.349
11 F -0.313
12 F -0.287
13 C 0.478
14 F -0.344
15 F 0.031
16 C 0.635
17 F -0.322
18 F -0.256
19 C 0.414
20 F -0.337
21 F -0.226
22 C 0.776
23 F -0.338
24 F -0.311
25 C 0.521
26 F -0.287
27 F -0.247
28 C 0.621
29 F -0.212
30 F -0.286
31 F -0.224
32 C -0.553
33 O -0.371
34 H 0.268
35 H 0.521
36 H 0.593
37 H 0.290
38 H 0.482
39 H 0.479
40 H 0.166
41 H 0.010
42 H 0.455
43 O -0.641
44 S 1.193
45 O -0.601
46 O -0.254
47 C -0.638
48 C -0.741
49 C -0.937
50 H 0.343
51 H 0.302
52 H 0.366
53 H 0.362
54 H 0.284
55 H 0.315
56 H 0.370
57 H 0.310
58 O -0.642
59 S 1.276
60 O -0.621
61 O -0.303
62 C -0.236
63 C -0.987
64 C -0.943
65 H 0.352
66 H 0.182
67 H 0.309
68 H 0.262
69 H 0.354
70 H 0.316
71 H 0.374
72 H 0.315

(2)
The molecule C20H25FN2O2, computed with ωB97M-V with the def2-TZVPD basis set.

Geometry as ORCA input:
```
! wB97M-V def2-TZVPD RIJCOSX def2/J DEFGRID3
* xyz 0 1
C 4.8564 3.0680 0.5548
H 5.2988 3.4549 -0.3698
H 4.1707 3.8110 0.9606
O 4.0766 1.9237 0.3208
C 4.6943 0.7915 -0.1496
C 6.0404 0.7291 -0.4653
C 6.6164 -0.4570 -0.8983
C 5.8397 -1.5887 -1.0212
C 4.4877 -1.5334 -0.7253
C 3.8821 -0.3584 -0.2896
N 2.5392 -0.3022 0.0828
C 1.8341 -1.5347 0.3456
C 0.6189 -1.2293 1.2203
N -0.2614 -0.3002 0.5400
C 0.4566 0.9357 0.2906
C 1.6720 0.6468 -0.5846
H 2.2165 1.5695 -0.7701
H 1.3241 0.2345 -1.5467
H -0.2074 1.6278 -0.2319
H 0.7967 1.4073 1.2288
C -1.5205 -0.1043 1.2355
C -2.5169 -1.2135 0.8898
C -2.8486 -1.1773 -0.6038
O -3.5785 -0.0242 -0.9730
C -4.8994 0.0671 -0.6736
C -5.5023 1.2857 -1.0007
C -6.8435 1.4987 -0.7660
C -7.5914 0.4821 -0.1973
C -7.0233 -0.7308 0.1340
C -5.6748 -0.9391 -0.1030
H -5.2474 -1.8933 0.1598
H -7.6306 -1.5056 0.5748
F -8.9083 0.6827 0.0399
H -7.3130 2.4364 -1.0168
H -4.8902 2.0539 -1.4453
H -3.3771 -2.0862 -0.9150
H -1.9124 -1.1009 -1.1622
H -2.0995 -2.1912 1.1304
H -3.4229 -1.0701 1.4809
H -1.3831 -0.0533 2.3289
H -1.9492 0.8447 0.9052
H 0.0796 -2.1575 1.4185
H 0.9684 -0.8155 2.1839
H 2.4931 -2.2202 0.8815
H 1.4859 -2.0162 -0.5836
H 3.8917 -2.4239 -0.8483
H 6.2756 -2.5179 -1.3566
H 7.6701 -0.4830 -1.1309
H 6.6656 1.6019 -0.3625
H 5.6506 2.8747 1.2834
*
```

Results
Lowest unoccupied orbital energy   0.82 eV
SMILES   COc1ccccc1N1CCN(CCCOc2ccc(F)cc2)CC1
Gap between HOMO and LUMO   8.5 eV
Energy relative to the best compared isomer or geometry (same formula, charge and spin)   71.6 kJ/mol

Just the Mulliken charges please, in e? Sure, here they are:
1 C -1.009
2 H 0.390
3 H 0.242
4 O -0.391
5 C 0.629
6 C -0.457
7 C -0.750
8 C -0.873
9 C -0.210
10 C 0.184
11 N 0.397
12 C -0.985
13 C -1.090
14 N 0.671
15 C -0.904
16 C -0.675
17 H 0.425
18 H 0.226
19 H 0.473
20 H 0.306
21 C -1.253
22 C -0.482
23 C -0.757
24 O -0.462
25 C 0.539
26 C -0.427
27 C -0.513
28 C 0.301
29 C -0.750
30 C -0.144
31 H 0.324
32 H 0.414
33 F -0.332
34 H 0.413
35 H 0.398
36 H 0.269
37 H 0.491
38 H 0.376
39 H 0.551
40 H 0.332
41 H 0.511
42 H 0.350
43 H 0.358
44 H 0.549
45 H 0.375
46 H 0.453
47 H 0.370
48 H 0.377
49 H 0.389
50 H 0.379

(3)
A structure of composition C20H25IrN6OS2, computed with ωB97M-V with the def2-TZVPD basis set.

Geometry as ORCA input:
```
! wB97M-V def2-TZVPD RIJCOSX def2/J DEFGRID3
* xyz 2 1
Ir 0.6646 0.3060 -0.9553
C -0.6547 -3.8345 0.6051
C -0.3419 -2.3946 0.4062
N 0.5644 -1.9838 -0.4285
N 1.3161 -2.8268 -1.1046
C 2.3226 -2.3803 -1.8011
N 3.1002 -3.2156 -2.4799
S 2.7523 -0.6776 -1.8764
C -1.0343 -1.3500 1.1475
C -2.0157 -1.6266 2.1016
C -2.6099 -0.5820 2.7903
C -2.2170 0.7169 2.5027
C -1.2437 0.9198 1.5351
N -0.6692 -0.0791 0.8808
H -0.0872 -4.4307 -0.1058
H -1.7169 -4.0183 0.4458
H -0.4046 -4.1554 1.6166
H 2.9612 -4.2118 -2.4154
H 3.9195 -2.8713 -2.9563
H -2.3091 -2.6440 2.2973
H -3.3584 -0.7878 3.5411
H -2.6572 1.5637 3.0011
H -0.9170 1.9205 1.2858
C -0.9707 -1.1490 -6.2141
C -1.1180 -0.6182 -4.8449
C -2.2639 -0.2683 -4.1462
C -1.8352 0.2082 -2.9082
N -0.4985 0.1423 -2.8377
N -0.0819 -0.3605 -4.0228
C -2.6413 0.7290 -1.7791
H -1.9231 -1.5439 -6.5573
H -0.2167 -1.9329 -6.2651
H -0.6810 -0.3465 -6.8934
H -3.2740 -0.3478 -4.4906
H 0.8989 -0.4516 -4.2432
H -3.4935 1.2886 -2.1592
H -2.0325 1.3896 -1.1583
H -3.0132 -0.0958 -1.1724
C 3.9740 1.8432 1.4956
S 2.5206 2.8354 1.0111
O 1.7259 1.9669 0.0626
C 1.5729 2.7649 2.5644
C 1.2403 1.5607 3.1654
C 0.4088 1.5622 4.2737
C -0.0944 2.7557 4.7655
C 0.2568 3.9586 4.1743
C 1.0939 3.9652 3.0691
H 3.6940 0.8394 1.7991
H 4.4761 2.3612 2.3078
H 4.6413 1.7983 0.6395
H 1.6178 0.6258 2.7789
H 0.1590 0.6326 4.7614
H -0.7635 2.7443 5.6104
H -0.1180 4.8874 4.5746
H 1.3746 4.8982 2.6055
*
```

Results
Lowest unoccupied orbital energy (spin up / spin down)   -7.85 / -7.83 eV
Gap between HOMO and LUMO (spin up / spin down)   6.3 / 6.4 eV
Energy relative to the best compared isomer or geometry (same formula, charge and spin)   277.5 kJ/mol

Just the Mulliken charges please, in e? Sure, here they are:
1 Ir 1.716
2 C -1.551
3 C 0.717
4 N 0.698
5 N -1.436
6 C 0.614
7 N -0.389
8 S -0.416
9 C 0.268
10 C -0.552
11 C -0.798
12 C -1.041
13 C -0.315
14 N 0.359
15 H 0.362
16 H 0.403
17 H 0.392
18 H 0.244
19 H 0.200
20 H 0.519
21 H 0.489
22 H 0.570
23 H 0.593
24 C -1.223
25 C 0.747
26 C -1.015
27 C 0.775
28 N -0.331
29 N -0.009
30 C -1.245
31 H 0.336
32 H 0.367
33 H 0.310
34 H 0.423
35 H 0.245
36 H 0.452
37 H 0.228
38 H 0.210
39 C -0.983
40 S 0.203
41 O -0.506
42 C 0.631
43 C -0.168
44 C -0.659
45 C -0.613
46 C -0.580
47 C -0.405
48 H 0.302
49 H 0.417
50 H 0.411
51 H 0.148
52 H 0.527
53 H 0.485
54 H 0.433
55 H 0.442

(4)
A structure of composition C20H25LiN3O3S2, computed with ωB97M-V with the def2-TZVPD basis set.

Geometry as ORCA input:
```
! wB97M-V def2-TZVPD RIJCOSX def2/J DEFGRID3
* xyz 1 1
C 2.9818 4.7399 0.3525
C 3.3187 5.4149 -0.7838
H 3.4669 4.9805 1.2964
H 2.1840 4.0026 0.4025
C 2.6401 5.0831 -2.0253
C 1.8911 3.9444 -2.0907
H 1.7805 3.2411 -1.2639
H 1.4049 3.6514 -3.0196
C 4.3544 6.5262 -0.7476
H 4.7019 6.6847 0.2770
H 3.9494 7.4773 -1.1181
H 5.2304 6.2832 -1.3647
C 2.8045 5.9753 -3.2430
H 3.8597 6.1270 -3.5075
H 2.3658 6.9670 -3.0670
H 2.2987 5.5326 -4.1058
Li -0.9169 -2.8535 0.5640
O -0.3107 -0.9522 0.7245
C -0.8813 0.1204 0.4506
O -2.5906 -2.2128 -0.0914
C -3.0018 -1.0490 -0.1196
O -4.2597 -0.7399 -0.4522
N -2.2637 0.1165 0.1390
C -4.4371 0.7155 -0.3752
C -3.0943 1.3081 -0.0391
H -5.1900 0.8978 0.3972
H -4.8032 1.0494 -1.3508
H -3.1149 1.8943 0.8830
H -2.6795 1.9020 -0.8601
C -0.2496 1.4447 0.5527
C 1.0305 1.5239 0.9862
H -0.8581 2.3308 0.3816
H 1.5541 0.6006 1.2430
H 1.5424 2.4530 1.2424
C -0.5739 -4.1390 -2.8520
C -0.5054 -5.0514 -1.6824
N -0.5410 -4.6774 -0.4507
C -0.4997 -5.7303 0.4752
C -0.3937 -6.9761 -0.1241
S -0.3719 -6.8306 -1.8426
C -0.6386 -5.4228 1.8731
C -0.7410 -6.3069 2.9358
S -0.9916 -5.4633 4.4183
C -0.9617 -3.9102 3.5262
N -0.7669 -4.0799 2.2642
C -1.1845 -2.6054 4.2032
H 0.3766 -4.2065 -3.3942
H -1.4030 -4.4617 -3.4921
H -0.7434 -3.1221 -2.4854
H -0.3647 -7.9020 0.4374
H -0.6874 -7.3817 2.8204
H -2.1357 -2.6687 4.7425
H -0.3631 -2.4318 4.9074
H -1.2177 -1.8130 3.4526
*
```

Results
Lowest unoccupied orbital energy   -3.42 eV
Gap between HOMO and LUMO   6.8 eV
Energy relative to the best compared isomer or geometry (same formula, charge and spin)   0.0 kJ/mol

Just the Mulliken charges please, in e? Sure, here they are:
1 C -0.701
2 C 0.999
3 H 0.252
4 H -0.383
5 C 1.150
6 C -1.191
7 H 0.060
8 H 0.265
9 C -1.273
10 H 0.362
11 H 0.314
12 H 0.318
13 C -1.251
14 H 0.311
15 H 0.313
16 H 0.359
17 Li 1.166
18 O -0.802
19 C 0.798
20 O -0.664
21 C 0.447
22 O -0.347
23 N 0.288
24 C -0.361
25 C -0.599
26 H 0.284
27 H 0.293
28 H 0.347
29 H 0.360
30 C -0.404
31 C -0.683
32 H 0.297
33 H 0.244
34 H 0.364
35 C -1.003
36 C 0.536
37 N -0.105
38 C -0.069
39 C -0.530
40 S -0.156
41 C 0.233
42 C -0.462
43 S -0.168
44 C 0.626
45 N -0.225
46 C -0.953
47 H 0.333
48 H 0.345
49 H 0.159
50 H 0.366
51 H 0.367
52 H 0.355
53 H 0.336
54 H 0.083

| no. | DFT total energy (eV) |
| --- | --- |
| 1 | -105392.0935 |
| 2 | -30937.5059 |
| 3 | -56626.9856 |
| 4 | -53630.2169 |